[1]
Density functional theory data (ωB97M-V with the def2-TZVPD basis set) for 2 unconnected molecules or ions with the total composition C3H8N2O.

Total charge: 0
HOMO level, eV: -9.1
Lowest unoccupied orbital energy, eV: 0.98
Spin multiplicity: 1
ΔE to the lowest compared entry with this formula, charge and spin, kJ/mol: 154.6
HOMO-LUMO gap, eV: 10.07
Calculated total energy, Eh: -303.83325
Structure (SMILES): [H]/N=C/N.CC=O

The geometry in XYZ format:
```
14
Properties=species:S:1:pos:R:3:mulliken_charge:R:1
H 1.065 2.109 2.403 0.24
N 1.062 1.171 2.004 -0.68
C 1.406 1.343 0.781 0.06
N 1.720 0.280 -0.018 -0.45
H 1.685 2.311 0.363 0.34
H 1.509 0.279 -0.990 0.25
H 1.647 -0.621 0.432 0.25
C -2.074 -0.829 0.108 -0.81
C -1.481 -1.229 -1.238 0.08
O -0.518 -0.716 -1.735 -0.45
H -1.908 0.239 0.239 0.23
H -3.147 -0.983 0.015 0.33
H -1.630 -1.383 0.929 0.26
H -2.027 -1.989 -1.825 0.34
```

[2]
Density functional theory data (ωB97M-V with the def2-TZVPD basis set) for a single C18H20N6O3S2 molecule.

Total charge: 0
HOMO level, eV: -8.8
Lowest unoccupied orbital energy, eV: 0.35
Spin multiplicity: 1
ΔE to the lowest compared entry with this formula, charge and spin, kJ/mol: 11.1
HOMO-LUMO gap, eV: 9.19
Calculated total energy, Eh: -2048.55957
Structure (SMILES): CCOC(=O)Cc1csc(NC(=O)CSc2nnnn2-c2ccc(CC)cc2)n1

The geometry in XYZ format:
```
49
Properties=species:S:1:pos:R:3:mulliken_charge:R:1
C -0.651 -1.533 2.024 -0.90
C -0.604 -2.804 1.191 -0.25
O 0.546 -2.776 0.340 -0.18
C 0.369 -2.709 -0.975 0.63
O -0.692 -2.760 -1.535 -0.59
C 1.709 -2.591 -1.695 -0.84
C 2.721 -1.954 -0.807 -0.24
C 3.673 -2.592 -0.078 -0.25
S 4.530 -1.481 0.926 -0.24
C 3.508 -0.206 0.270 0.38
N 3.663 1.073 0.716 -0.08
C 3.051 2.235 0.277 0.37
O 3.263 3.266 0.860 -0.59
C 2.184 2.118 -0.947 -0.90
S 0.671 1.147 -0.626 0.38
C -0.441 2.467 -0.453 -0.03
N -0.168 3.752 -0.555 -0.13
N -1.295 4.392 -0.293 -0.78
N -2.240 3.596 -0.035 -0.36
N -1.760 2.343 -0.127 0.81
C -2.569 1.214 0.052 0.01
C -3.604 1.275 0.979 -0.54
C -4.423 0.177 1.154 -0.63
C -4.234 -0.983 0.410 0.88
C -5.158 -2.155 0.573 -1.10
C -6.352 -2.025 -0.375 -1.16
C -3.210 -1.016 -0.528 -0.93
C -2.374 0.069 -0.708 -0.36
N 2.657 -0.610 -0.604 -0.05
H -1.537 -1.541 2.652 0.37
H -0.689 -0.665 1.371 0.11
H 0.233 -1.461 2.652 0.39
H -1.501 -2.896 0.572 0.23
H -0.500 -3.687 1.827 0.30
H 1.549 -1.993 -2.593 0.27
H 2.026 -3.594 -1.986 0.39
H 3.914 -3.635 -0.058 0.49
H 4.288 1.206 1.503 0.24
H 2.708 1.591 -1.742 0.54
H 1.863 3.114 -1.253 0.42
H -3.753 2.182 1.543 0.54
H -5.222 0.222 1.879 0.40
H -4.623 -3.080 0.352 0.29
H -5.519 -2.203 1.603 0.45
H -7.023 -2.873 -0.258 0.39
H -6.011 -1.991 -1.407 0.32
H -6.904 -1.112 -0.166 0.33
H -3.053 -1.897 -1.132 0.50
H -1.585 0.024 -1.443 0.70
```

[3]
Density functional theory data (ωB97M-V with the def2-TZVPD basis set) for a gas-phase ion, C5H10N6 (charge +2).

Total charge: +2
HOMO level (spin up / spin down), eV: -16.6 / -16.6
Lowest unoccupied orbital energy (spin up / spin down), eV: -11.31 / -11.30
Spin multiplicity: 1
ΔE to the lowest compared entry with this formula, charge and spin, kJ/mol: 709.6
HOMO-LUMO gap (spin up / spin down), eV: 5.34 / 5.35
Calculated total energy, Eh: -524.20539

The geometry in XYZ format:
```
21
Properties=species:S:1:pos:R:3:mulliken_charge:R:1
C -0.230 -2.526 -0.531 -0.41
C 2.890 -0.197 -0.370 -0.06
C -1.027 -1.187 -0.245 0.95
C 1.764 -2.039 0.760 0.00
C -1.117 0.975 0.663 -1.26
N 0.943 -2.663 -0.067 -0.19
N 2.602 -1.256 0.261 -0.06
N 2.025 0.778 -0.680 0.15
N 1.883 1.970 -0.301 -0.08
N -2.323 -1.332 -0.434 -0.40
N -0.423 -0.093 0.111 -0.19
H -0.638 -3.412 -0.974 0.38
H 3.920 -0.186 -0.624 0.47
H 1.892 -2.325 1.744 0.42
H -0.466 1.484 1.357 0.36
H -1.463 1.823 -0.051 0.34
H -2.133 0.684 1.053 0.45
H 1.455 2.625 -0.856 0.31
H 2.653 2.488 0.266 0.37
H -2.727 -2.194 -0.952 0.28
H -2.891 -0.525 -0.236 0.17
```

[4]
Density functional theory data (ωB97M-V with the def2-TZVPD basis set) for a molecular structure, C3H3LiMgO4.

Total charge: 0
HOMO level, eV: -5.5
Lowest unoccupied orbital energy, eV: -0.67
Spin multiplicity: 1
ΔE to the lowest compared entry with this formula, charge and spin, kJ/mol: 0.0
HOMO-LUMO gap, eV: 4.82
Calculated total energy, Eh: -624.75037

The geometry in XYZ format:
```
12
Properties=species:S:1:pos:R:3:mulliken_charge:R:1
C 1.179 0.973 0.163 0.80
O 0.940 2.163 0.093 -0.54
O 2.322 0.398 0.211 -0.54
C 0.031 -0.064 -0.033 0.71
O 0.274 -1.258 -0.102 -0.77
O -1.156 0.456 -0.029 -0.24
C -2.285 -0.429 -0.029 -0.61
H -2.250 -1.072 0.858 0.29
H -3.165 0.217 -0.005 0.22
H -2.277 -1.042 -0.938 0.30
Mg 4.215 1.224 -0.384 -0.31
Li 2.173 -1.566 0.196 0.69
```